Entry 1:
Below is a molecular structure, C17H22Cl5N3PdSi at a distorted geometry, with properties calculated with ωB97M-V/def2-TZVPD.

XYZ file:
```
49
Properties=species:S:1:pos:R:3:forces:R:3
Pd -0.401034 -0.032190 0.131472 0.6 -0.6 -2.6
C 2.209614 -2.047050 -0.641340 0.1 0.1 0.1
N 1.993453 -0.761593 0.048802 -0.9 0.4 -0.4
C 2.481314 0.379481 -0.786010 0.3 -0.2 0.1
C 2.394171 -0.696048 1.391465 0.3 0.1 0.2
C 3.311026 -1.574917 1.938125 0.1 0.0 0.1
C 3.784541 -1.371199 3.227899 0.0 0.0 0.0
C 3.374516 -0.270573 4.009976 0.1 -0.2 0.1
C 2.418409 0.570350 3.535290 -0.2 0.0 -0.2
C 1.833317 0.325336 2.255167 0.5 -0.2 0.2
N 0.781928 0.955696 1.755424 -1.0 0.4 0.2
C -0.173624 1.665439 2.382599 0.1 0.3 0.1
C -0.504516 1.535031 3.769195 0.3 0.1 -0.2
C -1.613685 2.138034 4.262667 -0.2 0.1 0.1
C -2.444581 2.901913 3.409936 0.0 0.1 -0.2
C -2.162158 3.065132 2.067483 -0.3 -0.1 0.3
C -1.025656 2.485366 1.516066 0.3 -0.2 -0.1
N -0.678493 2.646024 0.181479 0.0 0.5 0.5
C 0.587207 3.378626 -0.068625 0.0 -0.1 -0.1
C -1.733820 3.110808 -0.728346 0.0 0.2 0.1
H 3.255539 -2.168259 -0.936208 0.0 0.0 0.1
H 1.919097 -2.875706 0.001745 -0.1 0.0 0.0
H 1.605939 -2.066150 -1.543850 0.0 0.0 0.0
H 3.492621 0.166657 -1.144869 0.0 0.0 0.1
H 1.838227 0.516579 -1.649348 -0.1 0.0 -0.1
H 2.512593 1.292684 -0.204184 -0.1 0.0 0.0
H 3.713312 -2.384144 1.344796 0.0 0.0 0.1
H 4.530760 -2.052883 3.620468 0.0 0.1 0.0
H 3.810935 -0.100625 4.985871 0.0 0.0 -0.1
H 2.104231 1.426228 4.116305 0.0 0.0 -0.1
H 0.089451 0.891034 4.400894 0.0 0.0 0.0
H -1.874470 2.017223 5.305271 -0.1 0.0 0.0
H -3.325198 3.382921 3.818115 0.1 0.0 0.0
H -2.808420 3.680499 1.459713 0.0 0.0 0.0
H 0.411199 4.454703 0.016611 -0.1 0.0 0.0
H 1.352270 3.103464 0.647931 0.0 -0.1 0.0
H 0.934143 3.171119 -1.078478 0.0 -0.1 0.0
H -1.973002 4.167340 -0.570142 0.0 0.0 0.0
H -1.368378 3.013372 -1.748443 0.0 -0.1 0.0
H -2.633114 2.512604 -0.605343 0.0 0.0 0.0
Cl -1.229764 -2.572099 -2.301389 0.3 0.1 -0.2
Si -1.376138 -0.613113 -1.872291 -1.6 -0.4 2.5
Cl -2.814547 -0.399953 -0.083141 0.6 0.1 -0.6
Cl -2.472116 0.330902 -3.242932 0.6 0.3 -0.4
Cl -0.609734 -2.240814 1.751039 0.0 -0.6 0.4
C -0.645988 -3.986844 1.324082 0.1 -0.1 0.1
Cl 0.804551 -4.812049 1.865786 0.1 0.0 0.0
H -0.721737 -4.063291 0.249092 0.0 0.0 -0.1
H -1.500489 -4.420866 1.823075 -0.1 0.0 0.0
```
Positions in Å, forces in eV/Å.

As for the frontier orbital gap (spin up / spin down): 5.655 / 5.352 eV. Its highest occupied orbital energy (spin up / spin down) is -14.550 / -14.393 eV. As for the energy relative to the best compared isomer or geometry (same formula, charge and spin): 46.72 kcal/mol. Its charge is +2. For the largest force on an atom, the calculation gives 0.0584 Eh/bohr.

---

Entry 2:
Below is a molecular structure, C44H54F5N8OS3SiW at a distorted geometry, with properties calculated with ωB97M-V/def2-TZVPD.

XYZ file:
```
117
Properties=species:S:1:pos:R:3:forces:R:3
W 0.174626 -0.820755 2.008397 -0.4 0.0 -0.7
F 4.902062 3.029618 5.747573 0.7 0.7 0.7
C 4.292098 1.974910 5.281784 -0.1 0.3 -0.7
C 3.143145 1.536091 5.938057 0.6 0.5 -0.3
F 2.781024 2.191393 7.038604 -0.2 -0.5 -0.1
C 2.461597 0.495951 5.368214 -1.1 -1.1 0.8
F 1.408668 -0.062459 5.981572 0.0 0.7 0.3
C 2.828260 -0.105322 4.181323 -0.6 0.3 -0.3
S 1.862273 -1.429813 3.431340 0.4 0.0 0.1
C 3.931944 0.412004 3.563193 1.6 0.4 -0.4
F 4.285997 -0.064483 2.380121 0.3 -0.4 -0.7
C 4.731267 1.444071 4.080230 -0.3 -0.9 0.5
F 5.900617 1.826991 3.522711 -1.3 -0.2 0.2
S 0.216393 -0.972457 -4.023553 -0.8 0.1 0.5
C 1.309113 -0.789271 -5.209989 -1.7 -0.2 -1.1
N 0.936755 -0.559623 -6.504447 -0.8 -1.5 0.0
C 1.924769 -0.626258 -7.566237 0.8 1.0 1.6
C 3.037399 0.291113 -7.106591 0.9 0.1 0.2
N 3.471588 -0.044742 -5.696880 1.1 0.1 -1.0
C 4.732316 0.579243 -5.194375 -0.7 0.2 0.3
C 4.404060 1.909864 -4.556343 -1.0 0.2 1.0
C 4.572544 3.129850 -5.200030 0.6 -0.2 -0.4
C 4.210327 4.356085 -4.639559 0.9 0.0 -1.3
C 3.654910 4.378820 -3.403858 0.1 1.2 1.2
C 3.626228 3.217551 -2.678360 -1.3 -1.8 -0.1
C 3.867301 1.951920 -3.235725 1.4 0.9 0.1
C 2.725740 -0.800576 -4.884651 1.5 0.3 1.5
S 3.258095 -1.496235 -3.444232 0.0 0.4 -1.0
C -0.460798 -0.884611 -6.926282 1.4 2.4 0.0
C -1.389346 0.253475 -6.600063 -0.3 -0.3 0.8
C -2.561582 -0.078928 -5.926282 1.3 0.2 -0.5
C -3.475345 0.899475 -5.642043 -1.3 -2.2 1.9
C -3.276677 2.166577 -6.028900 0.4 2.7 -0.8
C -2.091487 2.562575 -6.685005 -0.5 -0.9 0.9
C -1.102199 1.582984 -6.844511 -0.3 1.2 -1.5
H 1.549333 -0.208601 -8.472146 -0.5 0.3 -0.6
H 2.289852 -1.611526 -7.784330 0.1 -0.8 0.1
H 2.678957 1.337757 -7.131967 0.3 -0.4 0.0
H 3.869983 0.165402 -7.852286 -0.3 0.3 1.1
H 5.387109 0.664706 -6.031328 0.5 0.3 -0.6
H 5.247253 0.010245 -4.420958 -0.4 -0.6 -0.4
H 5.131315 3.101023 -6.131631 -0.3 0.2 -0.1
H 4.498827 5.293694 -5.123021 -0.4 -0.4 -0.1
H 3.403941 5.330926 -2.921764 0.1 -0.4 -0.2
H 3.250939 3.221793 -1.675435 0.0 0.2 0.7
H 3.901821 1.108912 -2.528567 -0.2 0.1 -0.8
H -0.857266 -1.761743 -6.462015 0.2 -0.9 0.0
H -0.335439 -0.891737 -8.003928 -0.6 -0.8 -0.2
H -2.563583 -1.070064 -5.524044 -0.7 -0.5 0.1
H -4.305999 0.618510 -4.959388 0.4 0.4 -0.8
H -4.027676 2.903919 -5.757472 0.1 0.1 -0.3
H -1.977424 3.595751 -7.005380 0.2 -0.3 0.1
H -0.175208 1.915016 -7.322091 -0.1 -0.4 0.2
N 0.230232 -2.530984 0.964738 -0.2 0.7 1.4
C 0.213737 -3.316123 0.097801 0.1 -1.6 -2.1
N 0.191549 -4.244589 -0.755422 0.0 1.0 0.1
C 0.345201 -4.075229 -2.085075 -0.1 -0.7 0.9
N 0.475950 -4.162062 -3.226453 -0.1 0.2 -0.2
C 1.111351 3.956865 2.687922 -2.5 0.4 0.2
C -0.265130 3.561254 2.862256 3.1 -0.9 -0.3
C -0.459868 2.207462 2.714902 -0.4 0.2 -0.9
N 0.503462 1.313924 2.416500 0.5 0.5 -0.2
C 1.758837 1.767682 2.179596 -1.0 -0.9 -0.1
C 2.091907 3.077929 2.291583 -1.0 0.6 0.6
H 1.351257 4.990241 2.776274 0.2 0.7 0.1
H -1.095978 4.194773 3.075820 -0.1 0.5 0.1
H -1.462812 1.835640 2.642482 -0.2 -0.3 0.5
H 2.468266 1.040433 1.842515 0.1 -0.3 -0.2
H 3.054454 3.461545 2.111789 1.1 0.1 -0.3
N -1.251996 1.914183 -0.423158 2.1 -1.7 0.3
C -0.240854 1.026912 -0.591120 -0.8 -0.9 2.8
N 0.795183 1.412970 -1.273995 2.8 0.2 -2.4
O -0.219865 -0.112998 0.039397 -0.2 1.1 -0.2
H -1.297548 2.469595 -1.215603 -1.1 1.7 -1.2
H -2.012234 1.671956 0.157827 -1.0 -0.2 0.2
H 0.968597 2.366447 -1.666572 -0.7 -1.3 0.5
H 1.421819 0.683263 -1.692517 -0.8 0.7 0.6
C -2.262714 -4.551714 2.447317 0.9 0.0 0.3
C -1.985438 -3.652700 3.641595 0.9 -0.4 1.5
C -3.010757 -4.055321 4.702165 0.1 -0.6 -0.4
C -0.591985 -4.083327 4.185246 0.9 0.8 -0.9
Si -2.067102 -1.755960 3.333754 -0.3 0.1 0.2
C -2.319413 -0.759047 5.033177 0.9 -0.6 1.1
C -1.401809 -1.466385 6.098240 -0.1 0.1 -0.6
C -1.879848 0.731595 4.978980 1.5 -1.4 -2.0
C -3.726013 -0.733421 5.640544 -1.4 0.2 -0.9
C -3.558858 -1.438012 2.142240 -0.4 0.7 1.5
C -3.642369 0.063443 1.992902 -1.2 1.5 0.3
C -3.366185 -1.903676 0.736092 -1.0 -1.9 -0.7
C -4.901602 -1.931462 2.746624 0.7 0.2 -0.4
H -1.901279 -5.585256 2.668911 -0.8 0.6 -0.1
H -1.686517 -4.237456 1.603300 0.4 0.2 -0.7
H -3.295984 -4.447064 2.191961 -0.7 -0.6 -0.3
H -2.869552 -5.101386 4.946839 -0.1 -0.6 -0.4
H -4.020110 -3.912618 4.379124 -0.7 0.1 -0.2
H -2.883391 -3.621258 5.648499 0.0 1.0 1.1
H -0.593799 -5.111620 4.571644 -0.1 0.3 0.0
H -0.082367 -3.403280 4.897699 -0.7 -0.5 -0.1
H 0.067981 -4.044107 3.301490 0.1 -0.4 0.3
H -0.375919 -1.405673 5.747796 0.2 -0.2 0.1
H -1.662441 -2.535741 6.210399 0.3 0.9 0.2
H -1.426594 -0.958425 7.077130 -0.3 -0.1 -0.3
H -0.774900 0.838187 4.632467 -1.9 -0.2 0.7
H -1.963507 1.046656 5.972822 0.0 1.0 1.5
H -2.562543 1.295501 4.329467 0.4 0.1 0.3
H -4.136726 -1.702179 6.022953 0.4 0.6 -0.8
H -4.379386 -0.266455 4.854147 0.0 -0.7 0.9
H -3.850963 -0.051544 6.491989 0.7 0.0 0.0
H -2.726382 0.315687 1.502211 0.8 0.8 -0.3
H -3.798529 0.749545 2.881010 0.2 -1.1 -0.8
H -4.454594 0.299477 1.269400 0.3 0.0 0.4
H -2.557882 -1.390057 0.242414 0.4 0.1 -0.3
H -4.314338 -1.729417 0.186598 0.5 0.2 0.0
H -3.223875 -3.003765 0.672588 0.2 0.8 -0.1
H -4.914190 -1.839634 3.813691 -0.2 0.1 0.4
H -5.074646 -2.951414 2.513887 -0.1 -1.2 -0.2
H -5.759405 -1.400821 2.341754 0.0 0.4 -0.2
```
Positions in Å, forces in eV/Å.

As for the spin multiplicity: 3. As for the frontier orbital gap (spin up / spin down): 5.694 / 5.771 eV. Its highest occupied orbital energy (spin up / spin down) is -9.558 / -9.558 eV. As for the energy relative to the best compared isomer or geometry (same formula, charge and spin): 39.53 kcal/mol. Its charge is +1. For the largest force on an atom, the calculation gives 0.0711 Eh/bohr.

---

charge of number 1 (C17H22Cl5N3PdSi)?
+2

---

What is the energy relative to the best compared isomer or geometry (same formula, charge and spin) in the first record?
46.72 kcal/mol

---

Which value of charge does entry 2 give?
+1

---

The lowest charge belongs to which entry?
C44H54F5N8OS3SiW